# 1
Density functional theory data (ωB97M-V/def2-TZVPD) for a molecular structure, C19H23CrN5.

The geometry in XYZ format:
```
48
Properties=species:S:1:pos:R:3:forces:R:3:lowdin_spin:R:1
Cr -0.0995 -0.7878 -0.5082 -0.6 2.1 0.3 3.053
C 0.7668 1.9926 -1.1691 0.7 -0.3 -0.8 -0.001
C 2.0892 1.6870 -0.4099 -0.2 1.7 -0.3 0.000
C 2.6741 0.2916 -0.3883 -1.6 0.3 -0.1 0.007
C 3.9863 0.1472 0.0006 0.4 0.9 -0.2 0.000
C 4.6371 -1.0477 -0.0671 -1.3 -1.3 -0.1 0.009
C 3.8384 -2.1567 -0.4526 1.3 -0.5 0.1 0.000
C 2.5028 -1.9867 -0.7093 -0.3 0.1 -0.6 0.008
N 1.8891 -0.7677 -0.7218 1.7 0.3 0.9 -0.012
N -0.4359 1.3640 -0.6081 -0.6 -1.6 0.9 -0.079
C -0.7860 1.8016 0.7882 -1.2 -0.9 -0.3 0.000
C -0.3197 0.8127 1.8309 0.3 0.6 -0.2 0.008
C -0.1683 1.2824 3.1154 -0.4 0.6 0.6 -0.002
C 0.4147 0.4382 4.0569 -0.3 -0.2 0.2 0.012
C 0.7062 -0.9031 3.7188 0.3 0.5 -0.3 -0.001
C 0.4463 -1.3146 2.4195 0.2 0.3 -0.3 0.007
N 0.0466 -0.4245 1.4705 -0.7 -0.4 0.3 -0.018
C -1.6242 1.4274 -1.5145 -0.5 0.9 0.3 0.001
C -2.6451 0.3550 -1.1464 -0.5 -0.5 -0.7 0.007
C -4.0095 0.3824 -1.5125 1.8 1.0 -0.6 -0.001
C -4.8486 -0.6250 -1.1356 -1.2 -1.1 1.1 0.010
C -4.3765 -1.7107 -0.3473 1.0 1.4 0.0 -0.002
C -3.0353 -1.6292 0.0186 0.2 -0.4 -0.4 0.008
N -2.1630 -0.6914 -0.4557 -0.5 0.0 0.4 -0.014
H 0.8173 1.5535 -2.1800 0.3 0.4 0.2 0.000
H 0.6445 3.0961 -1.3152 0.0 -0.8 0.4 -0.003
H 2.0465 2.1334 0.6066 0.0 -0.5 -0.3 0.000
H 2.8024 2.3788 -0.9285 -0.2 -0.7 0.4 0.000
H 4.5125 1.0390 0.2839 0.2 0.3 0.1 0.000
H 5.6710 -1.1426 0.2139 0.2 -0.1 -0.1 0.000
H 4.3245 -3.1435 -0.5542 -0.6 0.6 0.1 0.000
H 1.8677 -2.8140 -1.0182 0.2 -0.2 0.1 0.000
H -1.8934 1.9968 0.8388 0.9 -0.5 0.1 0.000
H -0.3503 2.7359 1.0603 0.5 0.9 -0.4 -0.001
H -0.5371 2.3262 3.3315 0.7 -1.3 0.1 0.000
H 0.5837 0.8202 5.0672 0.1 -0.3 -0.3 0.001
H 1.2327 -1.5561 4.4187 -0.6 0.1 -0.1 0.000
H 0.5405 -2.3430 2.0445 0.3 0.4 0.5 0.000
H -1.2245 1.3818 -2.5314 -0.4 -0.1 0.0 0.000
H -2.1320 2.4133 -1.4036 0.5 -0.5 -0.2 -0.002
H -4.3531 1.1575 -2.1980 -0.1 0.1 0.5 0.000
H -5.9238 -0.4841 -1.3240 0.6 -0.5 -0.2 0.000
H -4.9701 -2.5300 0.0458 -0.2 0.3 -0.2 0.000
H -2.5794 -2.3234 0.7187 -0.2 -0.2 -0.2 0.000
N -0.1346 -1.0671 -2.5574 0.2 -0.9 -1.1 -0.004
H -0.9083 -0.6643 -3.0890 0.1 0.2 0.0 0.002
H -0.2778 -2.0733 -2.7548 0.2 0.3 0.0 0.004
H 0.7553 -0.8279 -3.0484 -0.9 -0.1 0.4 0.002
```
Positions in Å, forces in eV/Å.

Summary:
multiplicity = 4
relative energy (zero: lowest compared OMol25 entry of this formula, charge and spin) = 0.00 kJ/mol
Kohn-Sham gap (spin up / spin down) = 7.4486 / 8.7183 eV
HOMO (spin up / spin down) = -19.24 / -19.23 eV
total charge = +3

---

# 2
Density functional theory data (ωB97M-V/def2-TZVPD) for a molecular structure, C19H23CrN7O3S4.

The geometry in XYZ format:
```
57
Properties=species:S:1:pos:R:3:forces:R:3:lowdin_spin:R:1
Cr -1.4669 0.7988 -0.6437 -1.3 -0.1 0.5 3.029
C -3.6965 -2.7370 -2.6739 0.5 0.5 -1.2 0.000
O -3.4802 -3.6720 -1.6075 -0.2 0.7 -1.3 0.001
C -2.5344 -3.4179 -0.6850 0.7 0.3 1.7 0.000
C -2.2938 -4.5179 0.1308 -0.6 -0.4 -0.5 0.000
C -1.5704 -4.4004 1.2981 0.8 -0.6 1.1 0.003
C -0.9529 -3.2159 1.6649 -0.3 0.0 -0.4 0.000
C -1.0921 -2.0955 0.8592 -1.1 -1.1 -2.5 0.004
C -0.3037 -0.9079 1.0870 -1.7 2.4 -0.7 0.005
N -0.2851 1.0433 2.2428 0.2 -1.3 3.2 0.006
N 0.4196 2.1311 1.9604 0.4 2.6 -2.2 0.010
C 0.1032 2.8001 0.8704 0.0 -0.6 1.4 0.001
O -0.8365 2.5696 0.0057 0.2 -0.8 0.1 0.027
C 0.8389 4.0624 0.7225 0.1 -0.3 -0.7 -0.001
C 1.8279 4.4288 1.6392 0.1 0.7 -0.7 -0.001
C 2.3835 5.6945 1.4959 0.5 0.0 0.4 0.000
C 1.9870 6.5438 0.4632 -0.3 0.1 -0.2 -0.001
C 1.0856 6.1037 -0.5159 0.1 0.5 -0.1 0.000
C 0.5063 4.8382 -0.3925 0.7 1.0 0.4 0.000
C -1.9013 -2.1447 -0.3565 -0.3 -0.9 0.7 -0.002
O -2.0906 -1.1060 -1.1063 0.8 1.1 0.1 0.024
H -4.3251 -3.2391 -3.4329 0.1 0.1 0.6 0.000
H -2.7630 -2.4122 -3.2167 -0.7 -0.5 0.8 0.000
H -4.1732 -1.8146 -2.3276 0.0 -0.3 0.0 0.000
H -2.7768 -5.4798 -0.1786 0.5 1.0 0.4 0.000
H -1.4041 -5.2510 1.9674 -0.3 0.1 -0.4 0.000
H -0.3611 -3.1706 2.5633 0.1 0.0 0.2 0.000
H 1.5290 0.1202 0.8336 -0.1 -0.1 -0.1 0.000
H 2.1705 3.7305 2.3991 -0.3 0.2 -0.1 0.000
H 3.1794 6.0048 2.1934 -0.5 0.0 -0.3 0.000
H 2.3416 7.5739 0.4388 0.2 -0.3 -0.1 0.000
H 0.8510 6.7866 -1.3701 0.1 -0.8 0.8 0.000
H -0.2071 4.4860 -1.1215 -0.1 -0.1 0.1 0.000
S -3.6732 1.5007 -0.7576 -0.1 0.4 0.1 -0.065
S -2.5858 2.1441 -2.3804 0.2 0.2 1.2 -0.092
S -3.1696 0.9541 -3.9126 -1.1 -0.5 -0.5 -0.015
S -1.4972 0.3247 -4.7913 1.1 -0.3 -0.4 -0.012
C 2.5498 -1.1821 2.7733 -0.3 0.0 0.3 0.000
N 1.9145 -1.7501 1.6158 0.1 -0.8 -0.7 -0.001
C 2.2351 -3.1385 1.2669 0.2 1.1 0.7 0.000
C 1.1719 -0.9149 0.7282 0.6 0.3 0.5 0.001
N -0.9785 0.2127 1.3983 -0.1 -3.1 -1.0 0.034
N 1.3703 -1.3837 -0.6727 -0.6 0.8 0.3 0.008
C 0.9766 -0.5807 -1.7263 0.9 0.3 -1.8 0.015
N 1.4956 -0.9924 -3.0109 -1.2 0.1 1.2 0.004
N 0.3050 0.5337 -1.5996 1.1 -1.0 -0.4 0.008
H 3.6193 -1.4398 2.8049 -0.1 0.2 0.0 0.000
H 2.0566 -1.6056 3.6560 0.3 0.1 0.3 0.000
H 2.4040 -0.0902 2.8240 0.1 -0.4 -0.2 0.000
H 3.0457 -3.1705 0.5493 0.5 -0.2 -0.3 0.000
H 1.4082 -3.7011 0.8610 -0.4 0.0 0.0 0.000
H 2.5897 -3.5951 2.1910 -0.1 -0.3 -0.1 0.000
H -0.7925 1.1166 3.1491 0.4 0.0 -1.3 0.002
H 2.2822 -1.8205 -0.7956 -0.5 0.1 -0.1 0.001
H 1.4685 -2.0129 -3.1337 0.1 0.6 0.3 0.000
H 0.8924 -0.5911 -3.7507 0.3 -0.1 0.5 0.000
H 0.2029 1.0490 -2.4934 0.0 -0.8 0.4 0.004
```
Positions in Å, forces in eV/Å.

Summary:
multiplicity = 4
relative energy (zero: lowest compared OMol25 entry of this formula, charge and spin) = 192.38 kJ/mol
Kohn-Sham gap (spin up / spin down) = 5.3630 / 5.5140 eV
HOMO (spin up / spin down) = -3.60 / -3.61 eV
total charge = -1

---

# 3
Density functional theory data (ωB97M-V/def2-TZVPD) for 5 unconnected molecules or ions with the total composition C19H23F2NO2.

The geometry in XYZ format:
```
47
Properties=species:S:1:pos:R:3:forces:R:3:mulliken_charge:R:1
F 3.3704 1.3730 5.4179 -0.3 -1.6 0.9 -0.291
C 3.8677 2.4107 4.7959 -0.2 1.5 -1.2 0.376
C 5.1772 2.3805 4.3229 -0.2 -0.1 0.1 -0.369
C 5.6597 3.4463 3.5982 -0.2 0.6 -0.1 -0.332
C 4.8179 4.5519 3.3082 1.6 0.0 0.3 -0.458
C 3.5645 4.5765 3.7881 -3.0 -2.3 0.9 -0.359
C 3.0076 3.4441 4.5041 1.3 1.4 -1.1 -0.381
H 5.7442 1.4736 4.4727 0.2 0.1 0.2 0.391
H 6.6924 3.3981 3.2856 0.0 0.2 -0.3 0.350
H 5.0882 5.4610 2.7914 0.7 -0.3 -0.3 0.364
H 2.8540 5.3222 3.4635 0.1 0.4 0.2 0.327
H 1.9455 3.3398 4.6698 0.0 0.2 0.4 0.382
F 1.8919 -5.0338 -0.3484 0.6 0.3 -0.3 -0.302
C 0.6125 -5.4162 -0.3867 0.0 -2.2 -0.3 0.503
C -0.3370 -4.5263 0.0358 0.5 0.5 0.4 -0.391
C -1.6290 -4.9326 0.2382 -1.1 -2.3 -1.5 -0.372
C -1.9955 -6.2942 -0.1472 1.5 1.9 0.5 -0.478
C -0.9996 -7.1679 -0.6246 -0.4 1.0 0.8 -0.307
C 0.3391 -6.7473 -0.7396 -0.9 0.8 0.4 -0.485
H 0.0678 -3.5510 0.2622 -0.4 0.3 0.2 0.380
H -2.3797 -4.2205 0.5476 -0.1 -0.1 0.2 0.366
H -3.0141 -6.6285 -0.0169 0.0 0.0 0.0 0.358
H -1.3070 -8.1949 -0.7559 0.3 -0.1 -0.4 0.337
H 1.1215 -7.4274 -1.0422 0.1 0.1 0.0 0.392
C 3.7263 3.0587 -4.9258 -1.9 0.8 1.6 -0.359
C 2.4085 3.2331 -5.3930 0.4 -0.3 1.7 -0.292
C 1.3505 2.7197 -4.5919 1.9 -0.6 0.3 -0.144
N 1.5061 2.1307 -3.3620 0.2 0.1 -1.4 -0.478
C 2.7716 2.0165 -2.8898 -0.6 1.3 -1.6 -0.188
C 3.8349 2.5319 -3.6163 1.1 -0.3 -1.3 -0.222
H 4.5751 3.5458 -5.3827 0.1 -0.3 -0.2 0.358
H 2.1447 3.9044 -6.1969 0.1 -0.5 -0.5 0.349
H 0.4214 2.6996 -5.1422 -0.7 0.1 0.9 0.322
H 2.9978 1.5797 -1.9284 -0.6 -0.1 0.2 0.342
H 4.8398 2.4846 -3.2234 0.1 -0.2 0.3 0.312
C -3.1452 1.7406 1.1646 1.0 0.2 -0.7 -0.468
O -3.2809 1.2360 -0.1657 -0.7 -0.2 0.2 -0.506
H -2.7806 0.9568 1.8285 -0.1 0.0 0.2 0.220
H -2.3941 2.5238 1.0625 0.1 0.2 0.8 0.223
H -4.0542 2.1938 1.5602 -0.2 -0.3 -0.4 0.219
H -2.3922 1.1890 -0.5257 -0.1 -0.1 -0.1 0.311
C -9.1011 -1.7655 -0.5176 -0.6 1.6 -0.7 -0.529
O -10.1982 -2.5288 -1.0661 1.2 -0.5 0.7 -0.504
H -8.8511 -1.7274 0.5427 -0.7 -1.2 0.4 0.267
H -8.1604 -1.9608 -1.0324 -0.4 -0.4 -0.3 0.236
H -9.3366 -0.7143 -0.6840 0.2 0.3 -0.4 0.229
H -11.0424 -2.0853 -0.9553 0.3 0.3 0.2 0.301
```
Positions in Å, forces in eV/Å.

Summary:
relative energy (zero: lowest compared OMol25 entry of this formula, charge and spin) = 226.30 kJ/mol
Kohn-Sham gap = 9.5206 eV
HOMO = -9.04 eV

---

# 4
Density functional theory data (ωB97M-V/def2-TZVPD) for 2 unconnected molecules or ions with the total composition C19H23F2O.

The geometry in XYZ format:
```
45
Properties=species:S:1:pos:R:3:forces:R:3:mulliken_charge:R:1
C 5.1639 1.3558 3.0565 0.6 -0.1 0.0 -1.430
C 3.8386 0.7202 2.8490 -0.4 -0.3 0.1 0.854
C 2.7191 1.4901 2.5379 -0.5 0.9 -0.2 0.460
F 2.8974 2.8494 2.4549 -0.3 -1.3 -0.1 -0.325
C 1.4619 0.9628 2.3153 0.1 -0.2 0.2 -1.121
C 1.2402 -0.4417 2.5033 0.9 0.5 -0.5 1.180
C -0.0311 -1.0756 2.4468 -0.1 1.3 1.8 -0.347
C -1.2817 -0.4380 2.6722 -0.9 0.4 0.0 0.593
C -1.4643 0.9141 3.1216 -0.1 -0.1 -0.3 -0.959
C -2.7372 1.4453 3.1851 0.6 0.9 0.2 0.222
F -2.8901 2.7697 3.5156 0.3 -1.3 -0.2 -0.321
C -3.8974 0.7157 2.9369 0.3 -0.3 -0.2 0.845
C -5.2290 1.3680 3.0003 -0.6 -0.2 0.1 -1.425
C -3.7324 -0.6444 2.6245 -0.1 0.1 -0.1 -0.673
C -2.4759 -1.2006 2.4809 0.5 -0.2 0.0 -0.665
C 2.3960 -1.2348 2.7766 -0.5 -0.2 0.0 -0.703
C 3.6428 -0.6658 2.9585 0.0 0.0 0.0 -0.641
H 5.9166 0.5714 3.1681 0.0 0.2 0.0 0.379
H 5.4573 1.9960 2.2161 -0.2 -0.1 0.2 0.335
H 5.1868 1.9735 3.9630 -0.2 -0.1 -0.2 0.327
H 0.6541 1.6180 1.9999 0.4 -0.1 0.0 0.903
H -0.0426 -2.1534 2.4481 0.0 -0.1 -0.3 0.245
H -0.6213 1.5292 3.4202 -0.3 -0.1 0.0 0.885
H -6.0037 0.5990 2.9483 0.0 0.2 0.0 0.379
H -5.3677 1.9381 3.9260 0.1 -0.1 -0.2 0.342
H -5.3880 2.0597 2.1624 0.2 -0.1 0.2 0.321
H -4.6303 -1.2485 2.4795 0.3 0.1 0.0 0.338
H -2.3589 -2.2476 2.1974 -0.1 0.3 0.0 0.342
H 2.2560 -2.3134 2.8730 0.1 0.3 0.0 0.374
H 4.5089 -1.2877 3.1925 -0.3 0.1 -0.1 0.340
C -1.2555 -5.2200 1.1777 -0.3 -0.1 0.1 -1.669
C 0.0608 -4.6884 0.6450 -0.1 -0.3 -0.1 1.432
C 1.2319 -5.2652 1.4326 0.1 0.0 0.1 -1.547
C 0.1988 -5.0795 -0.8273 -0.1 0.1 -0.1 -1.571
O 0.0007 -3.2359 0.8326 0.4 -0.8 -0.7 -0.501
H -2.0911 -4.8642 0.5618 0.2 0.0 0.1 0.393
H -1.2642 -6.3191 1.1485 0.0 0.3 0.0 0.432
H -1.4209 -4.9053 2.2145 0.0 -0.1 -0.1 0.344
H 2.1880 -4.9502 0.9931 -0.1 0.0 0.1 0.378
H 1.1929 -4.9349 2.4784 0.0 -0.1 -0.2 0.327
H 1.1987 -6.3651 1.4175 0.0 0.4 0.0 0.419
H 1.1571 -4.7485 -1.2468 -0.2 0.0 0.1 0.435
H 0.1599 -6.1755 -0.9269 0.0 0.4 0.1 0.377
H -0.6219 -4.6649 -1.4250 0.2 0.0 0.1 0.383
H 0.7536 -2.8542 0.3534 -0.2 -0.1 0.0 0.313
```
Positions in Å, forces in eV/Å.

Summary:
Kohn-Sham gap = 6.8609 eV
HOMO = -12.56 eV
total charge = +1

---

# 5
Density functional theory data (ωB97M-V/def2-TZVPD) for a molecular structure, C19H23F6LuO2.

The geometry in XYZ format:
```
51
Properties=species:S:1:pos:R:3:forces:R:3:mulliken_charge:R:1
Lu 0.0519 -0.2954 0.3867 0.5 0.3 -1.6 2.024
C 0.7977 -2.3032 1.7906 -0.4 -0.8 -0.4 -0.395
C -0.6310 -2.3643 1.7771 0.4 -0.8 -0.3 -0.658
C -1.0566 -2.6466 0.4507 0.6 -0.4 0.4 -0.812
H -1.2762 -2.2892 2.6460 0.2 0.2 -0.4 0.541
C 0.1049 -2.7719 -0.3677 0.2 -0.4 0.6 -0.234
C 1.2517 -2.5611 0.4602 -0.7 -0.7 0.3 -0.872
H 2.2896 -2.6782 0.1590 -0.3 0.2 0.0 0.503
H 1.4204 -2.1951 2.6763 -0.1 0.2 -0.3 0.495
H -2.0882 -2.7912 0.1370 0.3 0.2 0.0 0.424
H 0.1140 -3.0831 -1.4114 0.0 0.5 0.3 0.363
C 1.8635 1.6056 0.7953 0.5 -0.2 -0.6 -0.507
C 2.5460 0.3816 0.5221 0.0 0.8 -0.2 -0.625
C 2.3203 0.0565 -0.8573 0.0 0.8 0.1 -0.811
H 3.1851 -0.1558 1.2193 -0.2 0.0 -0.1 0.370
C 1.4994 1.0721 -1.4139 0.6 0.2 0.2 0.176
C 1.1873 2.0117 -0.3917 0.6 -0.4 0.1 -1.061
H 0.5739 2.9034 -0.5003 0.1 -0.3 0.0 0.406
H 1.9410 2.1936 1.7065 -0.3 -0.4 -0.2 0.614
H 2.7720 -0.7653 -1.4116 -0.3 0.2 0.2 0.454
H 1.2262 1.1632 -2.4657 -0.3 -0.4 0.4 0.315
O -1.1087 -0.0602 -1.2614 -0.8 0.0 0.1 0.146
C -0.6786 -0.0955 -4.3276 0.7 0.2 1.2 0.810
C -1.9352 0.1006 -3.5927 0.6 0.0 -0.1 -1.417
C -0.1524 -1.4521 -4.5351 0.1 0.4 0.4 -1.307
C -0.0225 1.0538 -4.9810 0.0 -0.5 0.6 -2.036
C -1.8364 0.7046 -2.1664 0.1 -0.4 0.1 -1.226
H -2.4757 -0.8569 -3.5248 -0.2 0.0 0.1 0.059
H -2.5567 0.8078 -4.1733 -0.7 0.3 0.0 0.524
H -1.3897 1.7092 -2.2407 0.0 0.2 -0.2 0.303
H -2.8586 0.8241 -1.7765 -0.3 0.2 0.0 0.329
H -0.6179 -1.9630 -5.3998 -0.2 -0.7 -0.6 0.416
H -0.3208 -2.0825 -3.6469 0.1 -0.1 -0.3 0.043
H 0.9309 -1.4232 -4.7339 0.0 -0.2 0.0 0.242
H -0.4212 1.2592 -5.9925 -0.2 0.5 -0.9 0.751
H 1.0552 0.8597 -5.1070 0.0 0.2 0.0 0.227
H -0.1361 1.9816 -4.3977 0.1 0.0 -0.2 0.234
C 1.0595 0.9689 4.0984 0.4 0.0 0.1 -1.824
C -0.3468 0.8642 3.5427 -1.3 -0.2 -1.5 0.995
O -0.4335 0.4588 2.2291 -0.5 1.2 2.9 -0.475
C -1.1512 -0.1468 4.4555 0.4 -0.2 -0.7 0.516
F -1.3119 0.3108 5.7279 -0.1 -0.3 -0.3 -0.305
F -2.3720 -0.4490 3.9626 0.7 0.1 0.5 -0.248
F -0.4460 -1.3209 4.5487 -0.6 0.9 0.2 -0.261
C -1.0459 2.2807 3.6625 0.5 -0.4 -0.6 0.574
F -0.8930 2.8271 4.9046 -0.2 0.1 -0.5 -0.311
F -0.4756 3.1430 2.7689 -0.5 -0.5 0.9 -0.217
F -2.3646 2.2284 3.3853 0.6 0.2 0.3 -0.266
H 1.6668 0.1343 3.7305 -0.3 0.1 0.1 0.210
H 1.0155 0.9581 5.1938 0.3 0.1 -0.2 0.463
H 1.5302 1.8877 3.7397 -0.1 -0.1 0.2 0.341
```
Positions in Å, forces in eV/Å.

Summary:
Kohn-Sham gap = 2.3746 eV
HOMO = 2.36 eV
total charge = -2